# 1
Density functional theory data (the ωB97M-V functional and the def2-TZVPD basis) for a structure of composition C16H31BeBrCl3F2NO4PS in a non-equilibrium geometry.

```
61
Properties=species:S:1:pos:R:3:forces:R:3
C 2.637029 0.707522 4.704365 0.371 -0.338 0.526
P 2.156943 0.990623 2.898310 0.620 -0.448 0.086
C 2.795734 2.650240 2.232421 0.138 0.350 -0.565
S 0.080381 0.691424 2.514190 -0.348 0.840 0.060
F -0.080601 -1.005554 2.147910 0.098 0.311 0.549
C -0.996790 0.946791 4.006797 -0.346 0.504 0.984
C -1.900184 2.270590 3.708599 -3.165 -1.066 -2.198
O -2.913756 2.149547 2.994702 4.435 0.762 3.117
Cl -1.423910 3.876015 4.468527 -2.351 -1.556 -1.658
H 3.665561 0.177277 4.684145 -1.657 0.960 0.004
H 1.899738 -0.037543 5.161545 0.948 1.030 -0.680
H 2.673231 1.651226 5.345972 0.057 -1.480 -1.006
H 3.741272 2.407264 1.608928 -1.415 0.540 1.105
H 3.138000 3.408124 3.045757 -0.809 -1.716 -1.058
H 2.066163 3.200204 1.547427 0.796 -0.863 0.957
H -1.719347 0.048347 4.095404 1.196 1.481 -0.306
H -0.348191 1.067884 4.943158 -1.024 -0.212 -1.408
Cl 1.042482 3.371605 5.417698 0.602 1.187 3.361
N 4.197155 0.392015 0.052779 0.142 -0.050 -0.254
H 3.468305 0.494597 0.777880 -0.160 -0.195 0.182
H 3.758822 0.393340 -0.874469 -0.026 -0.103 0.019
H 4.858149 1.170617 0.118760 -0.061 -0.131 -0.077
H 4.695454 -0.492184 0.192808 -0.127 0.024 -0.075
Cl 0.156711 4.293981 7.266346 1.282 -1.247 -2.475
C 0.473686 -3.548235 -5.459365 -0.268 -0.029 -0.013
O 0.304370 -3.790252 -4.075765 0.464 0.271 -0.074
C 1.376326 -4.505997 -3.482077 -0.455 0.130 0.374
C 1.817050 -3.867262 -2.165799 0.090 -0.275 0.002
O 2.452480 -2.590163 -2.282188 0.003 0.088 0.088
C 1.644700 -1.493655 -2.715770 -0.214 -0.063 0.014
C 0.533025 -1.071722 -1.753228 0.788 -2.088 -0.769
O -0.491296 -2.044260 -1.695619 0.826 0.284 0.308
C -0.958710 -2.320817 -0.388470 -0.366 -0.191 -0.289
H 0.150784 -4.420773 -6.036088 0.142 0.062 -0.126
H -0.149222 -2.694649 -5.736664 -0.050 -0.126 0.090
H 1.510859 -3.296074 -5.705032 0.006 -0.091 -0.001
H 2.232020 -4.586437 -4.155964 0.038 0.080 -0.073
H 1.006861 -5.517285 -3.271558 0.274 -0.065 0.115
H 2.571356 -4.525357 -1.723527 0.091 0.088 -0.130
H 1.004441 -3.826511 -1.440860 -0.189 0.067 -0.226
H 1.258895 -1.674354 -3.718482 -0.200 -0.035 0.104
H 2.334009 -0.646080 -2.810393 0.085 0.020 0.071
H 0.061490 -0.110847 -2.134204 1.272 -1.002 -0.268
H 0.966720 -0.879309 -0.764861 -0.131 0.072 0.129
H -0.142988 -2.337272 0.337989 0.022 0.091 -0.009
H -1.416037 -3.312596 -0.398952 -0.065 0.089 -0.133
H -1.710783 -1.585559 -0.097108 0.079 0.028 0.168
F -6.537948 3.689294 -2.213320 -0.092 0.096 -0.048
C -5.656744 2.841660 -1.663352 0.514 -0.444 0.274
C -4.801656 2.122557 -2.483305 -0.007 0.008 -0.111
C -3.881995 1.245818 -1.914838 -0.786 0.156 0.068
C -3.839494 1.091778 -0.527417 -0.346 -0.012 0.178
C -4.708875 1.816247 0.284528 0.059 -0.074 -0.348
C -5.618061 2.700118 -0.285283 -0.151 0.154 0.102
H -4.857773 2.250088 -3.558015 -0.024 0.016 0.066
H -3.206834 0.686471 -2.547251 -0.434 0.002 0.011
H -3.128069 0.406245 -0.081622 -0.192 0.051 -0.043
H -4.677532 1.692157 1.359929 -0.039 0.039 -0.115
H -6.295278 3.278202 0.332422 0.004 -0.022 -0.075
Be 3.781819 4.938180 3.476359 0.584 1.380 0.502
Br -1.049974 1.062708 -1.564807 -0.527 2.659 0.998
```
Positions in Å, forces in eV/Å.

The value obtained for the HOMO-LUMO gap is 0.09500 Eh. The calculation puts the total energy at -5891.81613 a.u. Its spin multiplicity is 1. As for the total charge: +1. For the LUMO energy, the calculation gives -0.217 hartree.


# 2
Density functional theory data (the ωB97M-V functional and the def2-TZVPD basis) for the ion C3H8NO2 with charge +1 in a non-equilibrium geometry.

```
14
Properties=species:S:1:pos:R:3:forces:R:3
O 1.757904 -0.247889 -0.539877 0.699 0.602 -1.333
C 0.744120 -0.444691 0.037956 -0.024 -0.498 2.798
O 0.693476 -1.103815 1.206211 -0.301 -0.151 -0.842
C -0.581534 0.084736 -0.354984 -2.476 1.705 -2.667
C -1.912466 -0.146445 0.348196 1.497 0.039 1.414
N -0.429225 1.600097 -0.691567 1.305 0.488 -0.974
H 1.567986 -1.513777 1.270148 0.219 -0.192 0.532
H -0.747135 -0.254945 -1.385838 0.281 -0.558 0.230
H -2.711527 0.384257 -0.154865 -0.223 -0.504 -0.362
H -1.980020 -1.227991 0.445010 -0.729 0.022 -0.265
H -1.889511 0.225491 1.377580 0.101 0.013 -0.049
H -0.880274 2.293236 -0.091378 0.249 -0.359 0.584
H -0.705362 1.896244 -1.641435 -0.568 -0.783 0.222
H 0.584694 1.773640 -0.792238 -0.031 0.178 0.711
```
Positions in Å, forces in eV/Å.

The value obtained for the HOMO-LUMO gap is 0.43004 Eh. The calculation puts the total energy at -324.08913 a.u. Its spin multiplicity is 1. As for the total charge: +1. For the LUMO energy, the calculation gives -0.149 hartree.


# 3
Density functional theory data (the ωB97M-V functional and the def2-TZVPD basis) for the ion C2H4NO3S with charge -1 in a non-equilibrium geometry.

```
11
Properties=species:S:1:pos:R:3:forces:R:3
C -0.043304 0.849595 0.203432 -3.358 2.223 -1.000
C 0.140077 -0.596808 0.000766 -1.958 1.780 1.241
N -1.036500 0.006972 0.867534 1.141 -2.097 -0.295
O -3.217091 -1.271804 0.400369 -0.454 -1.014 0.726
O -3.189260 1.173888 0.361958 -0.225 0.043 0.190
O -2.138041 -0.105008 -1.406321 -0.092 -0.051 -1.231
S -2.568304 -0.076344 -0.029040 1.496 1.298 0.246
H 0.477166 1.449007 0.938906 0.843 -0.367 -0.056
H -0.671847 1.534906 -0.438124 1.561 -0.823 -0.246
H -0.150022 -1.223852 -0.808909 -0.110 0.333 -0.777
H 0.959931 -0.868753 0.574606 1.157 -1.326 1.203
```
Positions in Å, forces in eV/Å.

The value obtained for the HOMO-LUMO gap is 0.33530 Eh. The calculation puts the total energy at -757.28366 a.u. Its spin multiplicity is 1. As for the total charge: -1. For the LUMO energy, the calculation gives 0.152 hartree.


# 4
Density functional theory data (the ωB97M-V functional and the def2-TZVPD basis) for the ion C5H8N with charge +1 in a non-equilibrium geometry.

```
14
Properties=species:S:1:pos:R:3:forces:R:3
C 2.111550 0.174688 -0.013349 -3.515 -0.922 -1.069
C 1.892058 -1.097399 -0.164007 -1.794 2.526 0.978
C 0.784686 0.936899 0.125025 -0.927 -0.334 0.728
C -1.298813 -0.603440 -0.729959 0.308 1.339 0.400
C -1.519276 -0.129971 0.676113 0.604 -1.079 0.086
N -0.158375 -0.265426 0.111484 1.941 0.433 0.691
H 2.973677 0.696765 0.083906 3.010 1.134 -0.051
H 1.893153 -2.145886 -0.231761 0.124 -0.972 -0.032
H 0.880963 1.356282 1.197598 -0.696 -0.434 -1.670
H 0.369746 1.722528 -0.603221 1.438 -0.899 0.901
H -1.254063 -1.610154 -1.025789 -0.355 -1.296 0.032
H -1.529424 0.039637 -1.560179 -0.214 0.499 -0.033
H -1.897919 0.870897 0.811889 0.263 0.419 -0.294
H -1.709274 -0.718314 1.575119 -0.187 -0.415 -0.668
```
Positions in Å, forces in eV/Å.

The value obtained for the HOMO-LUMO gap is 0.32342 Eh. The calculation puts the total energy at -249.61376 a.u. Its spin multiplicity is 1. As for the total charge: +1. For the LUMO energy, the calculation gives -0.227 hartree.